Entry 1:
Below is the molecule C4H4ClF3N2, with properties calculated with the ωB97M-V functional and the def2-TZVPD basis.

- E_LUMO (Eh) = 0.025
- orbital gap (hartree) = 0.411
- SMILES = FN1C=C[C@](F)(CCl)N1F
- HOMO (eV) = -10.5046

Each line ends with the Löwdin charge.
Geometry (Å):
C -0.426 0.062 -0.815  -0.08
C -1.550 -0.488 -1.189  -0.05
C -0.549 0.514 0.627  -0.43
C 0.617 -0.389 1.465  -0.42
N -2.485 -0.620 -0.088  -0.04
N -1.897 0.020 1.011  0.00
F -0.323 1.805 0.957  0.08
F -2.369 -1.999 0.181  -0.04
F -2.742 1.104 1.355  -0.01
Cl 1.165 -1.788 0.499  0.59
H 0.413 0.111 -1.518  0.12
H -1.754 -0.872 -2.189  0.13
H 0.170 -0.783 2.351  0.06
H 1.490 0.267 1.601  0.08



Entry 2:
Below is a cluster of 2 separate species, C4H4ClN in total, with properties calculated with the ωB97M-V functional and the def2-TZVPD basis.

- E_LUMO (spin up / spin down) (Eh) = -0.083 / -0.131
- orbital gap (spin up / spin down) (hartree) = 0.313 / 0.199
- HOMO (spin up / spin down) (eV) = -10.7625 / -8.9770

Each line ends with the Löwdin charge.
Geometry (Å):
C -1.550 -1.037 0.151  -0.37
C 1.662 0.628 -0.001  0.06
C 0.587 -0.108 -0.341  -0.25
C -0.394 -0.418 0.587  -0.13
N -2.414 -1.778 -0.202  0.17
Cl -2.119 1.545 -0.940  0.05
H 2.480 0.991 -0.707  0.10
H 1.876 0.840 1.085  0.09
H 0.342 -0.403 -1.349  0.11
H -0.471 -0.259 1.716  0.16



Entry 3:
Below is a cluster of 2 separate species, C4H4ClN2 in total, with properties calculated with the ωB97M-V functional and the def2-TZVPD basis.

- E_LUMO (Eh) = 0.140
- orbital gap (hartree) = 0.293
- net charge = -1
- HOMO (eV) = -4.1732

Each line ends with the Löwdin charge.
Geometry (Å):
Cl 2.594 -2.673 0.777  -0.55
N -1.674 0.383 0.462  0.04
N -0.109 1.462 -1.003  0.04
C -1.295 1.341 -0.393  -0.26
C -0.754 -0.554 0.731  -0.14
C 0.792 0.512 -0.717  -0.14
C 0.512 -0.533 0.157  -0.12
H -2.041 2.115 -0.620  0.09
H -1.052 -1.346 1.431  0.11
H 1.769 0.599 -1.210  0.11
H 1.258 -1.306 0.384  -0.17



Computed F_max (eV Å⁻¹) in order:
3.8; 5.4; 1.0
Computed energy relative to the best compared isomer or geometry (same formula, charge and spin) (kJ/mol) in order:
339.21; 375.89; 0.00